Entry from the Open Molecules 2025 dataset: one molecule with the formula C3H9NO3 at a distorted geometry (ωB97M-V/def2-TZVPD).

Structure (XYZ):
```
16
Properties=species:S:1:pos:R:3:forces:R:3
C -0.799 -0.778 0.184 2.508 -1.053 -0.579
C 0.674 -1.482 -0.172 -1.574 -0.437 1.471
C 0.053 2.049 0.169 0.585 0.003 0.506
N -0.072 1.190 -0.996 0.400 -2.405 -0.408
O -1.122 0.192 -0.782 -0.136 0.753 -0.238
O -1.803 -1.759 0.223 0.227 0.643 -0.530
O 1.729 -0.949 0.635 -0.258 0.360 -0.553
H -2.653 -1.293 0.167 0.260 -0.180 0.017
H 2.065 -0.156 0.191 0.043 -0.280 0.334
H 0.774 0.531 -1.139 -1.487 1.936 0.260
H -0.681 -0.345 1.180 0.109 0.189 0.053
H 0.561 -2.521 0.153 -0.068 0.153 0.082
H 0.980 -1.573 -1.219 -0.493 0.559 -0.111
H 0.689 2.897 -0.099 -0.075 -0.107 -0.110
H 0.520 1.546 1.022 -0.119 0.107 0.133
H -0.916 2.451 0.483 0.078 -0.241 -0.325
```
Forces are in eV/Å.

Results
LUMO: 0.74 eV
E: -400.07293 hartree
frontier orbital gap: 0.383 Eh
HOMO: -9.7 eV
ΔE to the lowest compared entry with this formula, charge and spin: 390.0 kJ/mol